112
Properties=species:S:1:pos:R:3:forces:R:3 method="wB97M-V/def2-TZVPD" energy_ev=-160915.0247 e_homo_ev=-2.48 charge=-1 lumo_ev=2.1
C -2.9050 3.5601 -1.3965 0.0 0.1 -0.3
Si -4.1751 4.1732 -0.1789 0.0 -0.7 0.8
C -3.4044 5.4078 0.9841 0.1 0.4 0.0
C -5.6664 4.8794 -1.0307 -0.1 0.2 -0.4
O -4.6967 2.8206 0.6580 0.0 0.0 -0.3
C -4.8139 2.5481 2.0400 0.4 -0.5 -0.3
C -3.4175 2.3361 2.6538 -0.5 -0.2 0.3
C -2.3035 2.1433 1.8370 0.2 0.6 0.2
C -1.0274 2.2093 2.4046 -0.2 -0.3 0.0
C -0.8735 2.1580 3.7900 0.0 0.3 0.0
C -2.0028 2.1289 4.6127 -0.2 -0.1 -0.1
C -3.2767 2.2232 4.0457 0.4 0.2 -0.2
C -5.6807 3.6526 2.6724 0.7 0.5 -0.1
C -5.1968 4.5267 3.6533 -0.5 0.2 0.1
C -5.9925 5.5931 4.0982 0.2 -0.2 -0.2
C -7.2516 5.8138 3.5410 -0.2 -0.1 0.0
C -7.7288 4.9647 2.5366 0.5 -0.2 0.0
C -6.9223 3.9145 2.0823 -0.4 0.3 0.2
C -5.5192 1.1821 2.1861 0.3 -0.5 1.3
C -4.7738 -0.0176 1.5679 0.0 0.5 -0.2
C -5.8949 -1.0003 1.1999 0.1 -0.3 0.4
C -7.1681 -0.1584 1.0793 -0.2 0.0 -0.3
N -6.8165 1.1342 1.6301 -1.4 0.3 -0.9
H -2.6078 4.3917 -2.0537 0.0 -0.2 0.0
H -1.9986 3.1787 -0.9071 -0.3 0.2 -0.1
H -3.3228 2.7570 -2.0196 0.1 0.2 0.1
H -2.8072 6.1085 0.3798 -0.1 -0.1 0.2
H -4.1608 5.9881 1.5289 0.2 -0.1 -0.1
H -2.7326 4.9420 1.7186 -0.2 0.1 -0.2
H -5.3811 5.8080 -1.5488 -0.2 -0.2 0.0
H -6.0481 4.1670 -1.7760 0.1 0.2 0.1
H -6.4796 5.1087 -0.3288 0.3 0.0 -0.1
H -2.4220 1.9860 0.7622 0.0 0.4 0.4
H -0.1622 2.2809 1.7493 -0.3 -0.3 0.3
H 0.1294 2.1408 4.2197 -0.3 0.0 -0.1
H -1.9058 2.0630 5.6979 0.0 0.0 -0.3
H -4.1680 2.2386 4.6768 0.3 0.1 -0.1
H -4.1890 4.4030 4.0494 -0.4 0.1 -0.1
H -5.5993 6.2569 4.8723 -0.2 -0.1 -0.3
H -7.8650 6.6516 3.8797 0.2 -0.2 -0.1
H -8.7094 5.1116 2.0806 0.3 0.1 0.1
H -7.2477 3.2948 1.2430 0.2 0.4 0.3
H -5.6051 1.0131 3.2801 0.4 0.1 -0.1
H -4.2419 0.3153 0.6654 -0.1 -0.1 0.2
H -4.0440 -0.4246 2.2778 -0.2 0.0 -0.3
H -5.6732 -1.5431 0.2799 0.0 0.0 0.1
H -6.0267 -1.7284 2.0082 0.1 0.0 -0.2
H -7.4660 -0.0448 0.0282 0.0 -0.1 0.1
H -8.0198 -0.6079 1.6091 0.2 -0.1 -0.1
H -7.5533 1.6087 2.1404 0.4 -0.4 0.0
O 1.2862 0.8093 1.2218 0.6 -1.6 -1.6
C 1.6529 -0.0433 0.5213 -0.5 2.3 2.8
Co 2.4222 -1.3230 -0.3189 -3.5 -0.3 -2.4
C 1.2436 -2.6112 -0.1594 -2.9 -1.4 -0.2
O 0.3322 -3.3295 -0.1159 1.8 1.0 -0.1
C 1.9398 -0.6168 -1.8779 -0.4 0.4 -2.5
O 1.4509 -0.1243 -2.8060 0.5 -0.5 1.3
C 4.1210 -0.9677 0.1476 1.3 0.7 3.0
C 3.4737 -1.8431 1.0784 2.1 1.8 2.4
C 3.2754 -1.9740 2.4422 0.5 0.3 -0.4
C 2.1731 -2.7175 2.9737 -0.1 0.0 0.4
C 1.4187 -2.1962 4.0579 -0.1 -0.4 -0.3
C 0.2975 -2.8699 4.5208 0.1 -0.3 0.0
C -0.0562 -4.1118 3.9754 -0.1 -0.2 -0.1
C 0.7084 -4.6575 2.9370 0.0 0.3 0.0
C 1.7905 -3.9559 2.4167 -0.1 -0.1 0.4
Co 4.3536 -2.6750 -0.3764 0.6 -2.1 -3.0
C 3.8392 -4.3427 -0.4216 0.4 -2.7 0.0
O 3.6617 -5.4925 -0.5203 -0.1 1.8 0.2
C 6.0549 -2.7813 -0.0848 1.7 -0.4 1.1
O 7.2096 -2.8693 0.0317 -1.4 0.2 -0.3
P 4.6763 -2.3784 -2.5420 0.3 0.1 0.2
C 3.3700 -2.9360 -3.6865 0.1 0.0 -0.5
C 3.4994 -2.7812 -5.0768 -0.5 -0.2 0.1
C 2.4603 -3.1916 -5.9183 0.2 0.0 0.2
C 1.3128 -3.7868 -5.3800 0.1 0.1 0.2
C 1.2063 -3.9850 -4.0007 0.2 0.1 -0.3
C 2.2386 -3.5645 -3.1631 -0.1 -0.1 0.0
C 4.9998 -0.6183 -2.9114 -0.2 0.1 -0.4
C 4.2697 0.0913 -3.8686 0.5 0.2 0.1
C 4.4563 1.4684 -4.0068 0.1 0.0 0.1
C 5.3695 2.1382 -3.1873 -0.1 -0.1 -0.1
C 6.1426 1.4226 -2.2676 -0.1 -0.4 -0.1
C 5.9639 0.0428 -2.1359 -0.1 0.4 -0.1
C 6.1725 -3.1803 -3.2439 0.0 -0.1 -0.6
C 7.2489 -2.4681 -3.7948 0.1 -0.3 0.2
C 8.4357 -3.1315 -4.1244 -0.2 -0.2 0.1
C 8.5335 -4.5161 -3.9572 -0.1 0.2 0.0
C 7.4288 -5.2434 -3.4988 -0.2 0.2 -0.1
C 6.2461 -4.5813 -3.1615 0.4 0.1 0.0
H 4.7596 -0.1246 0.3222 0.0 0.4 0.0
H 3.9011 -1.3791 3.1172 -0.4 0.0 -0.1
H 1.7171 -1.2366 4.4810 -0.1 -0.2 -0.1
H -0.3072 -2.4460 5.3225 0.1 -0.1 -0.1
H -0.9156 -4.6640 4.3647 0.2 0.2 -0.1
H 0.4615 -5.6359 2.5255 0.0 0.2 0.1
H 2.4085 -4.3774 1.6177 -0.3 0.1 0.4
H 4.4034 -2.3258 -5.4891 -0.3 -0.2 0.1
H 2.5547 -3.0407 -6.9957 -0.1 -0.1 0.3
H 0.5003 -4.0975 -6.0373 0.2 0.1 0.1
H 0.3272 -4.4609 -3.5650 0.2 0.1 -0.2
H 2.1546 -3.7217 -2.0835 0.1 0.1 -0.6
H 3.5745 -0.4365 -4.5182 0.0 0.3 0.3
H 3.8698 2.0088 -4.7535 0.2 -0.1 0.3
H 5.4862 3.2197 -3.2747 0.0 -0.3 0.0
H 6.8880 1.9241 -1.6482 -0.2 -0.1 -0.2
H 6.5692 -0.5168 -1.4163 -0.3 0.2 -0.2
H 7.1699 -1.3922 -3.9554 0.1 -0.3 0.1
H 9.2814 -2.5550 -4.5048 -0.2 -0.2 0.1
H 9.4664 -5.0282 -4.1946 -0.2 0.1 0.1
H 7.4849 -6.3284 -3.3961 0.0 0.3 -0.1
H 5.3802 -5.1525 -2.8165 0.3 0.2 0.0

***

15
Properties=species:S:1:pos:R:3:forces:R:3 method="wB97M-V/def2-TZVPD" energy_ev=-19563.4763 e_homo_ev=-8.94 charge=0 relative_energy_kj_mol=415.1 lumo_ev=-0.7
H -0.9142 2.3944 -0.6049 1.5 -2.5 0.7
N -0.1408 1.6598 -0.3744 -1.1 2.1 0.0
C -0.4274 0.4992 0.0285 -1.6 -3.0 -1.7
N 0.5141 -0.4995 0.2284 4.6 5.3 -2.0
C 1.9516 -0.2253 -0.2550 -2.0 -0.7 2.8
C 2.9681 -1.0319 -0.0105 1.4 -2.5 -1.1
C -1.9026 -0.1693 -0.0427 0.0 0.1 -0.2
N -2.8938 0.8449 -0.0413 -0.6 0.0 7.4
S -2.3366 -1.7844 -0.2571 1.2 2.2 0.3
H 0.3376 -1.4216 0.3228 -1.5 -3.3 0.4
H 2.2252 0.7635 -0.4411 -0.6 1.7 -0.5
H 2.7503 -2.1340 0.1078 0.5 1.2 0.5
H 4.0930 -0.7836 -0.1936 -2.5 -0.2 0.2
H -2.5231 1.5575 0.9333 -1.1 -2.1 -4.1
H -3.7015 0.3303 0.5997 1.9 1.6 -2.8

***

37
Properties=species:S:1:pos:R:3:forces:R:3 method="wB97M-V/def2-TZVPD" energy_ev=-152542.4536 e_homo_ev="-4.82 / -5.57" multiplicity=5 charge=-1 relative_energy_kj_mol=19.0 lumo_ev="2.2 / 0.2"
Rh -1.1584 0.4960 -0.5870 0.3 -0.4 0.4
Cl -4.1184 -5.4359 1.5057 0.0 0.0 0.0
C -3.6176 -3.7922 1.4260 -0.1 0.0 0.2
C -3.8847 -2.9323 2.5446 0.0 -0.3 -0.1
Cl -4.6518 -3.5911 3.9400 0.0 0.0 0.0
C -3.5369 -1.6157 2.5056 0.1 0.2 -0.2
Cl -3.8396 -0.5459 3.8122 0.0 0.0 0.0
C -2.8826 -1.0502 1.3489 -0.2 -0.4 -0.1
O -2.6143 0.1635 1.2575 0.3 0.0 0.0
C -2.5503 -1.9625 0.2247 -0.1 0.1 0.4
O -1.9202 -1.5137 -0.7671 -0.3 -0.4 -0.4
C -2.9790 -3.3233 0.3098 0.1 0.2 0.0
Cl -2.6360 -4.3355 -1.0372 0.0 0.0 0.0
Br 0.0793 0.4026 -3.0684 0.1 0.0 0.1
C 1.7985 0.0377 -2.3093 -0.3 0.0 0.3
C 2.8374 -0.0069 -3.1757 0.6 -0.1 -0.1
C 4.1388 -0.2986 -2.6831 -0.4 0.1 -0.5
C 4.3197 -0.5349 -1.3618 0.0 -0.1 0.4
C 3.2294 -0.4853 -0.4511 0.1 0.0 0.1
C 3.4329 -0.7322 0.9338 0.2 0.0 -0.3
C 2.3926 -0.6686 1.7980 -0.5 0.1 0.1
C 1.0862 -0.3479 1.3236 0.2 -0.1 0.5
C 0.8137 -0.1033 0.0100 0.4 0.0 -0.5
C 1.9201 -0.1829 -0.9062 -0.2 0.1 -0.1
H 2.6770 0.1788 -4.2293 0.0 0.0 0.0
H 4.9750 -0.3308 -3.3703 0.0 0.0 0.0
H 5.3085 -0.7605 -0.9768 0.0 0.0 0.0
H 4.4335 -0.9683 1.2807 0.0 0.0 0.0
H 2.5569 -0.8556 2.8536 -0.1 0.0 0.0
H 0.2797 -0.2876 2.0505 0.0 0.0 0.0
N -1.0480 2.5094 -0.5468 -0.2 1.0 -0.2
C -0.9554 3.6662 -0.5680 0.0 0.2 0.0
C -0.8428 5.0453 -0.5971 0.0 0.1 0.0
C 0.2149 5.6522 -1.3288 -0.2 -0.1 0.1
N 1.0726 6.1468 -1.9225 0.0 0.0 0.0
C -1.7847 5.8514 0.0989 0.1 -0.1 0.0
N -2.5457 6.5117 0.6624 0.0 0.0 0.0

***

19
Properties=species:S:1:pos:R:3:forces:R:3 method="wB97M-V/def2-TZVPD" energy_ev=-8463.3817 e_homo_ev=-9.39 charge=0 relative_energy_kj_mol=93.8 lumo_ev=1.1
C 1.9234 -0.5212 -0.0062 -0.2 -0.1 0.2
C 0.9070 0.3998 -0.6800 -0.7 -0.4 0.5
O 0.8478 1.6699 -0.0208 -0.4 -0.2 1.0
C -0.3509 1.8028 0.8362 -0.1 0.3 -0.4
C -1.1397 0.4886 0.8108 0.5 0.0 -0.4
C -0.6336 -0.1101 -0.5151 0.6 0.0 -0.4
C -0.9378 -1.6051 -0.6062 0.4 -0.2 -0.3
H 1.5653 -0.7320 1.0017 0.1 -0.2 0.1
H 2.0206 -1.4614 -0.5669 0.0 0.2 0.2
H 2.9213 -0.0675 0.0832 -0.4 0.0 -0.2
H 1.3352 0.5693 -1.7177 -1.3 0.0 0.8
H -0.1632 2.1584 1.8745 0.5 -0.3 -0.8
H -0.8973 2.5759 0.3145 -0.5 0.4 0.2
H -0.9441 -0.1251 1.7112 0.2 0.1 -0.6
H -2.2470 0.5583 0.7102 0.8 0.4 0.3
H -1.1932 0.4311 -1.2947 0.2 -0.3 0.0
H -1.9954 -1.8589 -0.7668 0.2 0.4 0.0
H -0.3880 -2.0035 -1.4497 0.1 -0.4 -0.3
H -0.6305 -2.1693 0.2820 0.1 0.3 -0.1

***

14
Properties=species:S:1:pos:R:3:forces:R:3 method="wB97M-V/def2-TZVPD" energy_ev=-11319.5247 e_homo_ev=-7.12 charge=0 relative_energy_kj_mol=146.4 lumo_ev=0.8
N -0.3667 -2.1978 -1.1003 -0.4 -2.2 0.3
C -0.1089 -1.0105 -0.4206 0.8 2.1 0.2
C 0.3110 -0.5951 0.8603 -1.1 -1.7 -1.3
C 0.2650 0.8052 0.9174 -0.5 -0.2 -2.3
O 0.4709 1.5946 1.9952 0.3 0.5 0.8
C -0.0633 1.2457 -0.3682 0.5 0.4 0.4
O -0.0915 2.5424 -0.8663 -0.2 -1.1 0.1
N -0.2527 0.1582 -1.1985 0.3 0.0 2.8
H 0.3981 -2.8970 -1.0968 -0.7 0.8 0.1
H -1.2442 -2.6841 -0.8043 1.1 0.7 -0.3
H 0.5172 -1.2899 1.6623 0.0 0.1 0.1
H 0.2998 1.0624 2.7847 0.1 0.3 -0.2
H 0.2916 3.1080 -0.1912 0.0 0.1 0.1
H -0.4263 0.1579 -2.1736 -0.2 0.1 -0.6